Entry 1:
A 12-piece molecular cluster, C48H72O36 overall at a distorted geometry. Source: the OMol25 dataset; level of theory: ωB97M-V with the def2-TZVPD basis set.

electronic energy: -124654.75635 eV
LUMO: -0.0041 Eh
energy above the lowest of the compared OMol25 structures with the same formula, charge and spin: 4.732 eV
M: 1225.1 Da

Cartesian coordinates (Å):
C: 1.098 1.385 -0.892
C: -0.185 0.775 -0.357
C: -0.489 -0.680 -0.704
O: -1.038 -1.175 0.503
C: -0.764 -0.376 1.534
O: -0.873 -0.676 2.685
O: -0.282 0.812 1.082
H: 1.328 2.345 -0.434
H: 1.115 1.539 -1.971
H: 1.888 0.663 -0.672
H: -1.091 1.335 -0.609
H: 0.456 -1.138 -0.998
H: -1.159 -0.599 -1.557
C: -0.832 5.343 3.656
C: 0.447 4.580 3.287
C: 0.118 3.668 2.062
O: 1.379 3.849 1.373
C: 2.044 5.007 1.750
O: 3.063 5.357 1.229
O: 1.481 5.448 2.838
H: -0.711 5.789 4.643
H: -1.622 4.596 3.739
H: -1.073 6.077 2.891
H: 0.874 3.931 4.050
H: -0.706 4.027 1.447
H: 0.031 2.646 2.412
C: 0.606 -0.515 -7.713
C: 0.680 -0.056 -6.267
C: -0.676 0.064 -5.535
O: -0.354 -0.382 -4.225
C: 0.893 -0.897 -4.185
O: 1.399 -1.487 -3.283
O: 1.457 -0.850 -5.406
H: 0.131 -1.485 -7.864
H: 1.610 -0.611 -8.128
H: 0.097 0.209 -8.350
H: 1.140 0.938 -6.224
H: -1.340 -0.667 -6.003
H: -1.103 1.061 -5.600
C: -1.505 -5.753 -2.286
C: -1.307 -6.302 -0.928
C: 0.109 -6.568 -0.398
O: 0.331 -5.617 0.687
C: -0.755 -4.821 0.758
O: -0.916 -3.945 1.556
O: -1.731 -5.285 -0.020
H: -2.489 -5.381 -2.557
H: -1.160 -6.453 -3.056
H: -0.798 -4.940 -2.488
H: -1.980 -7.118 -0.651
H: 0.890 -6.408 -1.141
H: 0.153 -7.620 -0.125
C: -0.893 5.567 -5.323
C: 0.104 4.949 -4.350
C: 0.852 5.908 -3.385
O: 0.335 5.650 -2.106
C: -0.514 4.631 -2.125
O: -0.973 4.106 -1.166
O: -0.584 4.116 -3.409
H: -0.636 6.511 -5.812
H: -1.840 5.725 -4.813
H: -0.916 4.915 -6.199
H: 0.947 4.454 -4.832
H: 0.645 6.951 -3.640
H: 1.925 5.813 -3.546
C: 5.458 1.987 4.915
C: 4.648 0.737 4.575
C: 3.184 0.811 4.954
O: 2.554 0.242 3.821
C: 3.386 0.067 2.790
O: 3.097 -0.472 1.776
O: 4.681 0.406 3.189
H: 5.135 2.797 4.263
H: 6.517 1.740 4.921
H: 5.256 2.260 5.954
H: 5.055 -0.132 5.100
H: 2.978 1.861 5.180
H: 2.942 0.226 5.840
C: -3.984 5.218 0.348
C: -4.362 3.737 0.321
C: -3.808 2.850 1.450
O: -4.956 2.525 2.230
C: -6.058 3.011 1.658
O: -7.171 2.707 1.957
O: -5.754 3.878 0.658
H: -3.327 5.460 -0.501
H: -3.209 5.441 1.093
H: -4.753 5.980 0.344
H: -4.154 3.358 -0.682
H: -3.020 3.452 1.909
H: -3.352 1.914 1.132
C: 1.289 -3.626 3.563
C: 1.679 -2.584 4.609
C: 0.414 -1.875 5.141
O: 0.460 -2.073 6.541
C: 1.380 -2.980 6.863
O: 1.477 -3.501 7.936
O: 2.152 -3.266 5.809
H: 0.444 -4.178 3.969
H: 2.013 -4.425 3.369
H: 1.211 -3.139 2.593
H: 2.379 -1.861 4.201
H: -0.468 -2.328 4.694
H: 0.433 -0.806 4.944
C: -4.806 -5.226 2.585
C: -4.104 -3.901 2.806
C: -4.250 -2.920 1.652
O: -5.388 -2.163 2.143
C: -5.522 -2.222 3.450
O: -6.259 -1.594 4.149
O: -4.822 -3.294 3.889
H: -5.836 -5.009 2.289
H: -4.954 -5.710 3.552
H: -4.268 -5.905 1.927
H: -3.070 -4.069 3.105
H: -4.597 -3.302 0.695
H: -3.362 -2.316 1.471
C: -5.154 -1.739 -4.643
C: -5.497 -1.217 -3.259
C: -5.283 -2.262 -2.156
O: -4.487 -1.536 -1.212
C: -4.169 -0.304 -1.649
O: -3.636 0.512 -0.972
O: -4.552 -0.194 -2.944
H: -4.171 -2.206 -4.694
H: -5.174 -0.896 -5.338
H: -5.885 -2.414 -5.090
H: -6.504 -0.812 -3.175
H: -4.737 -3.168 -2.422
H: -6.183 -2.549 -1.613
C: 5.610 1.027 0.119
C: 4.590 2.084 -0.207
C: 5.195 3.495 -0.174
O: 4.692 4.140 -1.320
C: 4.037 3.230 -2.067
O: 3.343 3.512 -2.999
O: 4.215 2.000 -1.582
H: 5.163 0.030 0.082
H: 5.963 1.011 1.154
H: 6.531 1.038 -0.465
H: 3.775 1.919 0.501
H: 6.284 3.391 -0.167
H: 4.954 4.094 0.703
C: 2.838 -4.270 -1.437
C: 3.593 -3.066 -0.888
C: 4.943 -3.386 -0.211
O: 5.917 -2.514 -0.749
C: 5.439 -2.011 -1.878
O: 6.029 -1.278 -2.608
O: 4.142 -2.384 -2.052
H: 3.615 -4.874 -1.916
H: 2.148 -3.985 -2.227
H: 2.461 -4.900 -0.632
H: 2.963 -2.389 -0.312
H: 5.185 -4.442 -0.368
H: 4.868 -3.412 0.878



Entry 2:
ClCr2 as an isolated structure. Source: the OMol25 dataset; level of theory: ωB97M-V with the def2-TZVPD basis set.

electronic energy: -69326.51053 eV
LUMO (spin up / spin down): -0.6688 / -0.5831 Eh
energy above the lowest of the compared OMol25 structures with the same formula, charge and spin: 0.000 eV
M: 139.4 Da
charge: +3
2S+1: 9

Cartesian coordinates (Å):
Cr: 1.148 -1.511 1.663
Cr: -1.071 1.695 -1.600
Cl: -0.076 -0.184 -0.064